Record 1
A cluster of 3 separate species, C12H15N3 in total at a distorted geometry. Source: the OMol25 dataset; level of theory: ωB97M-V with the def2-TZVPD basis set.

Geometry as XYZ:
```
30
C12H15N3 (ωB97M-V with the def2-TZVPD basis set)
C -1.88839 -28.71045 32.53354
C -1.10032 -29.99705 32.50424
C 0.24147 -29.74021 32.82369
N 0.27444 -28.36572 32.96847
C -0.98137 -27.73238 32.82157
H -2.97804 -28.64323 32.44303
H -1.49337 -30.87252 32.12975
H 1.18884 -30.42214 32.89780
H 1.22745 -27.82799 33.27812
H -1.08814 -26.61474 33.25340
C 3.76104 -26.43325 30.96276
C 4.62076 -25.35246 31.65352
C 3.68867 -24.36907 32.04796
N 2.51909 -24.83927 31.52076
C 2.50312 -26.05964 30.93464
H 4.15750 -27.51242 30.65507
H 5.66851 -25.37978 31.96070
H 3.79063 -23.39124 32.48953
H 1.63875 -24.21803 31.58458
H 1.67308 -26.44233 30.55394
C 1.83366 -28.91013 28.14465
C 0.72750 -28.02008 27.61311
C -0.14453 -27.78316 28.63678
N 0.26514 -28.59222 29.68972
C 1.50036 -29.20250 29.39498
H 2.58237 -29.23988 27.49504
H 0.53858 -27.42004 26.65937
H -1.10147 -27.19340 28.73605
H -0.25854 -28.71034 30.60708
H 1.87864 -29.88065 30.17910
```

For the relative energy (zero: lowest compared OMol25 entry of this formula, charge and spin), the calculation gives 64.1 kcal per mole. The SMILES is c1cc[nH]c1.c1cc[nH]c1.c1cc[nH]c1. As for the total energy: -17154.0505 eV. Its molar mass is 201.27 g mol⁻¹. The calculation puts the HOMO energy at -8.374 eV. For the orbital gap, the calculation gives 9.008 eV.

Record 2
A structure of composition C12H15N6PdS2. Source: the OMol25 dataset; level of theory: ωB97M-V with the def2-TZVPD basis set.

Geometry as XYZ:
```
36
C12H15N6PdS2 (ωB97M-V with the def2-TZVPD basis set)
Pd 0.85832 -0.76030 0.21437
C -0.36180 3.17765 2.22903
C -0.27903 1.88918 1.45426
N 0.83459 1.39998 1.02499
N 1.94913 2.11362 1.24348
C 3.09283 1.48964 1.05771
N 4.19388 2.32978 1.10317
S 3.39050 -0.17146 0.80389
C -1.50404 1.14850 1.14625
C -2.73947 1.79866 1.03868
C -3.87530 1.05674 0.77916
C -3.76120 -0.32056 0.63844
C -2.50028 -0.88663 0.75150
N -1.40197 -0.18373 0.99808
H 0.58354 3.34014 2.74033
H -1.17515 3.14346 2.95559
H -0.52668 4.03200 1.56414
H 3.99232 3.29574 0.89080
H 5.01410 1.94664 0.66638
H -2.78950 2.87470 1.14376
H -4.83876 1.54433 0.68680
H -4.62974 -0.93847 0.45054
H -2.35049 -1.95832 0.65159
C -1.14937 -2.30812 -2.23654
N 0.26750 -2.11614 -2.03643
C 1.18829 -2.07169 -3.08640
C 2.40445 -2.35810 -2.59508
N 2.26337 -2.63777 -1.25452
C 0.93017 -2.49135 -0.84357
S 0.20739 -3.38432 0.43567
H -1.34224 -2.46451 -3.29855
H -1.72173 -1.44490 -1.89404
H -1.46665 -3.18522 -1.66790
H 0.88311 -1.79816 -4.08145
H 3.36032 -2.36201 -3.08887
H 2.99959 -2.73900 -0.58523
```

For the relative energy (zero: lowest compared OMol25 entry of this formula, charge and spin), the calculation gives 9.4 kcal per mole. Its charge is -1. As for the total energy: -46779.2847 eV. Its molar mass is 413.85 g mol⁻¹. The calculation puts the HOMO energy at -2.547 eV. For the orbital gap, the calculation gives 5.578 eV.

Record 3
A cluster of 2 separate species, C12H15NO in total at a distorted geometry. Source: the OMol25 dataset; level of theory: ωB97M-V with the def2-TZVPD basis set.

Geometry as XYZ:
```
29
C12H15NO (ωB97M-V with the def2-TZVPD basis set)
O 2.23875 -2.62885 1.90417
C 2.97026 -2.81897 2.84545
N 3.70506 -3.01710 3.79287
C 0.56209 0.05233 2.76490
C 0.74264 0.71028 1.45141
C 0.06960 0.51026 0.23948
C 0.49532 1.23653 -0.93708
C 1.63744 2.19180 -0.85625
C -0.16595 1.06968 -2.14699
C -1.23680 0.18612 -2.28888
C -1.91098 0.00519 -3.60713
C -1.65701 -0.52685 -1.15457
C -1.05764 -0.39054 0.08473
C -1.58355 -1.19422 1.23215
H 1.33138 0.51641 3.41440
H -0.42158 0.24212 3.23082
H 0.77960 -1.03575 2.76398
H 1.51456 1.48278 1.44603
H 1.86593 2.60141 -1.85034
H 1.41082 3.04115 -0.19465
H 2.55470 1.71493 -0.48055
H 0.16166 1.63717 -3.02030
H -2.74208 -0.70412 -3.55460
H -2.32527 0.94415 -4.00055
H -1.22748 -0.37255 -4.38177
H -2.50197 -1.21176 -1.23924
H -2.44466 -1.77764 0.87247
H -0.82709 -1.89740 1.60743
H -1.93775 -0.56658 2.06260
```

For the relative energy (zero: lowest compared OMol25 entry of this formula, charge and spin), the calculation gives 92.3 kcal per mole. As for the total energy: -16221.8104 eV. Its molar mass is 189.26 g mol⁻¹. The calculation puts the HOMO energy at -6.370 eV. For the orbital gap, the calculation gives 3.253 eV.

Record 4
The molecule C12H15NO3S. Source: the OMol25 dataset; level of theory: ωB97M-V with the def2-TZVPD basis set.

Geometry as XYZ:
```
32
C12H15NO3S (ωB97M-V with the def2-TZVPD basis set)
C -5.49658 -0.32574 0.28924
C -4.03976 0.00047 0.16487
C -3.20839 -0.78364 -0.62850
C -1.86858 -0.47999 -0.76561
C -1.32242 0.61739 -0.10951
C 0.14691 0.91640 -0.25248
N 0.95038 -0.16288 0.28280
C 1.75437 -0.92120 -0.47897
O 1.89351 -0.78115 -1.67778
C 2.52757 -1.97518 0.29369
S 3.91997 -1.19442 1.18171
C 4.77611 -0.38917 -0.21429
C 4.68979 1.11363 -0.15198
O 5.60856 1.85306 -0.37463
O 3.46742 1.55057 0.16266
C -2.14608 1.39819 0.68672
C -3.49030 1.09467 0.81792
H -6.02271 -0.03374 -0.61990
H -5.94496 0.20232 1.12704
H -5.64130 -1.39542 0.42775
H -3.62016 -1.63872 -1.14527
H -1.23284 -1.09273 -1.38827
H 0.40152 1.84835 0.26140
H 0.41928 1.00170 -1.30852
H 0.91931 -0.31783 1.27795
H 2.92962 -2.72341 -0.38942
H 1.92010 -2.45329 1.05973
H 5.82224 -0.69181 -0.20841
H 4.29188 -0.72761 -1.13137
H 3.45203 2.52039 0.16671
H -1.73765 2.25423 1.20540
H -4.11883 1.71657 1.43933
```

For the relative energy (zero: lowest compared OMol25 entry of this formula, charge and spin), the calculation gives 2.5 kcal per mole. The SMILES is Cc1ccc(CNC(=O)CSCC(=O)O)cc1. As for the total energy: -31156.3560 eV. Its molar mass is 253.32 g mol⁻¹. The calculation puts the HOMO energy at -8.978 eV. For the orbital gap, the calculation gives 9.496 eV.

Record 5
The molecule C12H15OPS3 at a distorted geometry. Source: the OMol25 dataset; level of theory: ωB97M-V with the def2-TZVPD basis set.

Geometry as XYZ:
```
32
C12H15OPS3 (ωB97M-V with the def2-TZVPD basis set)
C -4.26390 -2.83848 0.10806
C -4.11989 -1.65741 -0.80609
C -3.52271 -0.42693 -0.12536
S -1.77431 -0.71209 0.42708
P -0.57582 -0.15325 -1.25680
C 0.10365 -1.61430 -2.09246
S -1.70243 0.72250 -2.61072
O 0.60274 0.91048 -0.79198
C 1.46565 0.45844 0.17114
C 1.45730 -0.64284 1.01401
S 2.70203 -0.58521 2.25561
C 3.18123 1.02391 1.72116
C 4.18758 1.80032 2.29583
C 4.53123 3.05838 1.70389
C 3.83256 3.46642 0.56336
C 2.76678 2.70102 0.01708
C 2.49260 1.45714 0.58811
H -4.74691 -3.69065 -0.41095
H -3.25274 -3.14890 0.45634
H -4.83900 -2.53563 0.98962
H -5.14073 -1.39796 -1.15713
H -3.47971 -1.93280 -1.62986
H -3.56278 0.37796 -0.84127
H -4.12791 -0.14830 0.72993
H 1.15842 -1.68462 -1.78600
H -0.44129 -2.52636 -1.78783
H 0.06429 -1.45826 -3.18506
H 0.77540 -1.48122 0.89659
H 4.73213 1.50652 3.15764
H 5.31432 3.72129 2.10916
H 4.05275 4.43016 0.09299
H 2.12945 3.00065 -0.81611
```

The SMILES is CCCS[P@@](C)(=S)Oc1csc2ccccc12. As for the total energy: -56530.4862 eV. Its molar mass is 302.43 g mol⁻¹. The calculation puts the HOMO energy at -8.308 eV. For the orbital gap, the calculation gives 8.907 eV.

Record 6
The molecule C12H15P at a distorted geometry. Source: the OMol25 dataset; level of theory: ωB97M-V with the def2-TZVPD basis set.

Geometry as XYZ:
```
28
C12H15P (ωB97M-V with the def2-TZVPD basis set)
C 2.85404 2.70897 0.04406
C 2.37977 1.31027 0.00344
C 2.06410 0.42658 -0.96921
C 1.68020 -0.94395 -0.40747
C 0.49194 -1.57651 -0.98157
C -0.75590 -0.83865 -0.73312
C -1.69347 -1.26894 0.15845
C -2.77745 -0.46282 0.46612
C -3.90817 -0.90273 1.37380
P -2.61946 1.07641 -0.53055
C -1.10132 0.31574 -1.35492
C 1.59242 -0.54128 1.02321
C 1.94856 0.68966 1.23999
H 3.94363 2.67897 0.10172
H 2.26586 3.25273 0.73865
H 2.67312 3.33446 -0.92960
H 2.20337 0.73285 -2.03554
H 2.60862 -1.53330 -0.58116
H 0.40279 -2.47950 -0.46010
H 0.53023 -1.84933 -2.13169
H -1.54987 -2.27987 0.61214
H -4.02846 -0.15309 2.19212
H -3.45296 -1.82415 1.78030
H -4.89189 -1.09668 0.82681
H -3.65451 0.68946 -1.43241
H -0.43561 0.79446 -2.02586
H 1.28357 -1.25719 1.76821
H 1.94684 0.99742 2.24418
```

For the relative energy (zero: lowest compared OMol25 entry of this formula, charge and spin), the calculation gives 34.3 kcal per mole. The SMILES is CC1=C[C@H](CC2=CC(C)=[PH]=C2)C=C1. As for the total energy: -21972.8109 eV. Its molar mass is 190.23 g mol⁻¹. The calculation puts the HOMO energy at -8.036 eV. For the orbital gap, the calculation gives 8.707 eV.

Record 7
A cluster of 2 separate species, C12H16 in total. Source: the OMol25 dataset; level of theory: ωB97M-V with the def2-TZVPD basis set.

Geometry as XYZ:
```
28
C12H16 (ωB97M-V with the def2-TZVPD basis set)
C -2.74174 -1.04090 0.45827
C -2.54308 -2.33240 0.26008
C -1.32147 -3.07873 0.73861
C -0.34994 -2.18224 1.46954
C -0.54750 -0.88845 1.66796
C -1.77083 -0.14350 1.18826
H -3.65303 -0.56598 0.08257
H -3.28805 -2.92037 -0.27770
H -1.62527 -3.90183 1.39724
H -0.81945 -3.55176 -0.11782
H 0.55964 -2.66098 1.84613
H 0.20235 -0.29265 2.20717
H -1.47670 0.68185 0.53535
H -2.27579 0.32978 2.05006
C 0.26211 0.73267 -1.13651
C 0.18387 2.00733 -0.72903
C 1.39340 2.89879 -0.76576
C 2.68997 2.09873 -0.54885
C 2.68797 0.81719 -1.33750
C 1.54111 0.17672 -1.58818
H -0.62164 0.09358 -1.16951
H -0.77501 2.43421 -0.41836
H 1.42903 3.40165 -1.74714
H 1.31321 3.69595 -0.01618
H 2.79628 1.85831 0.52423
H 3.56057 2.71813 -0.81141
H 3.64555 0.38785 -1.64674
H 1.54445 -0.77293 -2.11478
```

For the relative energy (zero: lowest compared OMol25 entry of this formula, charge and spin), the calculation gives 0.0 kcal per mole. The SMILES is C1=CCC=CC1.C1=CCCC=C1. As for the total energy: -12701.5945 eV. Its molar mass is 160.26 g mol⁻¹. The calculation puts the HOMO energy at -8.249 eV. For the orbital gap, the calculation gives 9.248 eV.